C4H11OS | ωB97M-V with the def2-TZVPD basis set

Geometry (Å):
C: 1.872881 0.164432 -1.995870
C: 2.415573 0.095214 -0.549447
S: 1.404747 1.034997 0.666792
H: 1.271551 -0.690655 -2.323463
H: 1.229181 1.042090 -2.073825
H: 2.663173 0.304518 -2.737622
H: 3.365221 0.635535 -0.606431
H: 2.596166 -0.927694 -0.224667
H: -0.566216 0.416923 0.689134
C: -1.948979 -1.106026 0.611652
O: -1.534304 0.196470 0.701860
C: -3.428829 -1.145115 0.172896
H: -1.354858 -1.638124 -0.163686
H: -1.833981 -1.714138 1.522134
H: -3.693829 -2.170253 -0.087343
H: -4.002437 -0.719749 0.996468
H: -3.602188 -0.519497 -0.699874

Force components x, y, z for each atom (eV/Å):
C -0.37 0.08 0.02
C -0.13 0.91 -0.48
S 0.24 -0.28 -0.02
H 0.03 -0.06 0.26
H -0.02 0.00 0.02
H 0.21 -0.17 0.00
H 0.17 -0.34 0.29
H 0.03 -0.08 -0.02
H 0.43 -0.64 -0.11
C 0.29 -0.83 -1.45
O -1.11 1.17 0.53
C 0.87 0.23 0.40
H -0.13 0.02 0.20
H 0.01 0.25 0.23
H -0.33 -0.03 0.29
H -0.39 -0.29 -0.06
H 0.19 0.08 -0.10

Computed properties:
charge	-1
orbital gap	0.2457	hartree
E	-632.44567	hartree

Here are the Mulliken charges for atoms 1 to 5, given in e:
1. C -0.987
2. C -0.418
3. S -0.691
4. H 0.226
5. H 0.287

---

C4H11P3 | ωB97M-V with the def2-TZVPD basis set

Geometry (Å):
C: -0.378872 1.042171 -0.744970
C: -0.606689 3.394629 -2.050802
C: 0.904019 -2.433131 0.698079
C: -1.597321 -1.115730 0.454919
P: -1.864446 0.340754 -0.728141
P: 1.193755 0.775878 -0.031934
P: -0.063187 -1.093869 1.503987
H: -0.375518 4.001526 -1.202211
H: 0.144656 3.225497 -2.789847
H: -1.629665 3.254562 -2.319787
H: 1.773520 -2.649804 1.316751
H: 1.245306 -2.092315 -0.279294
H: 0.301879 -3.334960 0.591328
H: -2.456543 -1.078468 1.132217
H: -1.658265 -2.044483 -0.120895
H: 1.933721 1.597022 -0.901326
H: 1.138968 1.749606 0.964764
H: -0.623418 -1.934836 2.486618

Force components x, y, z for each atom (eV/Å):
C -1.15 0.77 -0.72
C 0.05 -1.10 0.60
C -0.04 0.03 0.00
C -0.01 0.35 -0.19
P 0.51 -0.04 0.13
P 1.02 0.52 -0.41
P -0.69 -0.62 0.41
H 0.09 0.18 0.31
H 0.31 -0.11 -0.26
H -0.42 -0.02 -0.12
H 0.09 -0.05 -0.04
H 0.02 -0.08 0.04
H 0.07 -0.01 -0.04
H 0.02 -0.08 -0.08
H -0.12 0.06 0.04
H 0.25 0.20 -0.34
H 0.06 0.16 0.36
H -0.06 -0.16 0.30

Computed properties:
charge	0
orbital gap (alpha / beta)	0.2825 / 0.2751	hartree
E	-1182.84899	hartree

Here are the Mulliken charges for atoms 1 to 5, given in e:
1. C 0.180
2. C -0.937
3. C -1.063
4. C -0.805
5. P -0.155

---

C4H11P3 | ωB97M-V with the def2-TZVPD basis set

Geometry (Å):
C: 0.195175 -1.408092 1.267257
C: 0.793899 0.009982 -1.723103
C: -0.616928 -0.222590 0.743036
C: 0.350677 0.677393 -0.368242
P: -3.449637 0.826356 0.790326
P: -2.290736 -0.493630 -0.165209
P: 1.703876 1.032922 0.744058
H: -0.261334 -1.935329 2.011690
H: 1.183798 -1.030900 1.536071
H: 0.620157 -2.033897 0.342725
H: 1.161309 -1.000913 -1.535168
H: -0.025375 -0.023608 -2.309504
H: 1.382449 0.679130 -2.341185
H: -0.725510 0.607989 1.514099
H: -0.331370 1.489628 -0.602628
H: -4.642002 0.673459 -0.211373
H: 2.308522 2.084330 -0.022620
H: 2.643023 0.067762 0.329768

Force components x, y, z for each atom (eV/Å):
C 2.27 0.90 -4.78
C 0.69 0.55 2.72
C 0.35 1.84 -1.46
C -1.42 -2.30 -0.01
P -1.48 0.02 -1.23
P 1.07 -0.25 0.35
P 1.32 2.00 0.49
H -1.02 -1.67 1.80
H -0.32 -0.01 1.04
H -1.71 0.59 1.88
H 0.44 0.33 -0.41
H -3.17 -0.82 -1.90
H 1.07 -0.09 0.53
H -0.15 -1.29 -0.54
H 0.46 0.56 0.21
H 1.61 0.06 1.38
H 0.01 -0.28 0.15
H -0.01 -0.10 -0.23

Computed properties:
charge	0
orbital gap	0.3079	hartree
E	-1182.94541	hartree

Here are the Mulliken charges for atoms 1 to 5, given in e:
1. C -1.048
2. C -1.233
3. C -0.293
4. C -0.383
5. P -0.085

---

C4H11PS2 | ωB97M-V with the def2-TZVPD basis set

Geometry (Å):
C: -1.392329 0.112118 2.196830
C: -1.292467 -0.686636 0.907101
P: 0.236538 -0.335986 -0.019228
C: 0.772811 -1.845609 -0.829304
S: 2.223433 0.458808 1.137554
S: -0.535786 0.988244 -1.401675
C: 0.914713 1.979812 -1.805455
H: -0.914637 1.130539 2.003964
H: -2.419553 0.285727 2.561840
H: -0.770657 -0.229472 3.090020
H: -2.044666 -0.178778 0.242250
H: -1.519989 -1.791904 0.850763
H: 1.416910 -2.562430 -0.330626
H: 0.070749 -2.533416 -1.327903
H: 1.319868 -1.323601 -1.605057
H: 0.794338 2.732168 -2.519848
H: 1.702078 1.316653 -2.254173
H: 1.438645 2.483763 -0.897055

Force components x, y, z for each atom (eV/Å):
C 1.42 1.18 1.72
C -1.12 0.08 -0.85
P 3.07 0.45 2.85
C -0.14 -0.58 -1.22
S -3.39 -1.20 -1.83
S 0.07 0.66 -0.32
C 3.16 -0.94 1.90
H -0.83 -1.09 0.11
H 0.39 -0.26 -0.39
H -0.78 -0.11 -1.35
H 0.37 -0.78 0.38
H 0.36 1.18 0.61
H 0.38 0.71 0.71
H -0.52 0.87 0.11
H 0.65 -0.55 -0.56
H -1.13 1.07 -1.14
H -0.69 0.45 0.50
H -1.27 -1.13 -1.23

Computed properties:
charge	0
structure (SMILES)	CC[P@](C)(=S)SC
orbital gap	0.2971	hartree
E	-1296.68578	hartree

Here are the Mulliken charges for atoms 1 to 5, given in e:
1. C -1.051
2. C -0.386
3. P 0.335
4. C -1.004
5. S -0.402

---

C4H11PS2 | ωB97M-V with the def2-TZVPD basis set

Geometry (Å):
C: -0.664703 1.349076 -0.572429
C: 0.197713 0.097958 -0.056377
C: 1.456157 0.167150 -0.939315
C: -0.519224 -1.224425 -0.326343
P: 0.521230 0.400785 1.742857
S: -1.448819 0.010842 2.555492
S: 1.392616 -1.486998 2.006922
H: -0.728459 1.310192 -1.700514
H: -1.661534 1.254002 0.018420
H: -0.155079 2.314300 -0.294697
H: 1.363494 0.954413 -1.672395
H: 1.670274 -0.893198 -1.340119
H: 2.328323 0.497917 -0.415492
H: 0.035539 -2.039424 -0.014791
H: -1.584452 -1.326612 0.162045
H: -0.809592 -1.104962 -1.423352
H: -1.476749 1.222181 3.123427
H: 2.499405 -0.910362 2.646258

Force components x, y, z for each atom (eV/Å):
C -0.74 -0.88 1.34
C -1.10 1.84 -1.03
C 0.56 -1.90 0.28
C -4.21 2.64 -1.22
P -0.39 -0.26 -0.27
S 0.50 0.32 -0.13
S 1.84 0.41 1.26
H -0.43 -0.04 1.33
H 1.33 0.61 -1.56
H -0.48 -0.91 -0.20
H -0.27 -0.37 -0.77
H -0.12 1.93 0.20
H 0.75 -0.12 0.73
H 1.17 -1.79 -0.16
H 2.03 0.46 -0.53
H 0.74 -1.11 1.10
H -0.12 0.01 0.11
H -1.05 -0.83 -0.50

Computed properties:
charge	0
structure (SMILES)	CC(C)(C)P(S)S
orbital gap	0.3629	hartree
E	-1296.71925	hartree

Here are the Mulliken charges for atoms 1 to 5, given in e:
1. C -1.589
2. C 1.285
3. C -1.427
4. C -1.694
5. P 0.072

---

C4H12 | ωB97M-V with the def2-TZVPD basis set

Geometry (Å):
C: -2.240203 0.835144 -0.431371
C: -2.570093 -0.468867 -1.182898
H: -3.049992 1.559708 -0.523344
H: -2.245088 0.622408 0.632690
H: -1.265859 1.203377 -0.723756
H: -3.447340 -0.929821 -0.735669
H: -1.786971 -1.192824 -0.953285
H: -2.642478 -0.322191 -2.263448
C: 2.719985 -0.776334 1.112998
C: 2.104010 0.465097 0.428886
H: 3.763978 -0.886762 0.809120
H: 2.637362 -0.677437 2.191095
H: 2.204248 -1.695311 0.837330
H: 2.403173 1.355975 0.990844
H: 2.403512 0.489920 -0.624947
H: 1.011757 0.417918 0.435755

Force components x, y, z for each atom (eV/Å):
C -0.73 -0.70 0.00
C 0.43 0.28 0.67
H 0.17 0.29 -0.44
H 0.41 -0.11 0.33
H 0.06 0.39 -0.03
H -0.50 0.07 -0.36
H 0.28 -0.03 -0.30
H -0.18 -0.17 0.12
C -0.27 0.35 -0.44
C -0.02 -0.69 0.27
H 0.06 0.00 0.27
H 0.16 -0.06 0.22
H -0.07 -0.05 -0.12
H 0.05 0.11 -0.43
H 0.04 0.33 0.17
H 0.10 0.01 0.09

Computed properties:
charge	-1
multiplicity	2
orbital gap (alpha / beta)	0.1028 / 0.4563	hartree
E	-159.52484	hartree

Here are the Mulliken charges for atoms 1 to 5, given in e:
1. C -2.353
2. C -1.886
3. H 1.038
4. H 0.557
5. H 0.328

---

C4H12 | ωB97M-V with the def2-TZVPD basis set

Geometry (Å):
C: 2.248392 -1.618745 1.100939
C: 1.344895 -0.614732 0.404125
H: 2.244804 -1.648905 2.176866
H: 2.054373 -2.611795 0.633982
H: 3.259595 -1.549190 0.649631
H: 1.522219 0.449786 0.687536
H: 0.339780 -0.784280 0.769937
H: 1.349083 -0.628946 -0.679149
C: -2.193672 1.636037 -1.091069
C: -1.392445 0.535297 -0.362339
H: -2.503408 1.322561 -2.112922
H: -3.130664 1.803003 -0.547664
H: -1.690190 2.589290 -1.201821
H: -1.393292 -0.434893 -0.830914
H: -0.364790 0.931273 -0.282386
H: -1.694677 0.624237 0.685249

Force components x, y, z for each atom (eV/Å):
C 1.11 -0.89 -2.82
C -0.31 0.90 1.52
H -0.04 0.09 0.24
H -0.60 0.21 0.89
H 0.10 0.58 0.90
H 0.30 -0.68 -0.07
H -0.34 -0.14 -0.29
H 0.10 -0.37 -0.16
C -1.05 -0.96 -0.77
C 0.81 2.81 0.26
H 0.26 0.15 0.47
H 0.00 0.20 -0.13
H 0.26 0.08 0.19
H -0.16 -0.31 0.25
H -0.27 -0.64 -0.46
H -0.16 -1.02 -0.02

Computed properties:
charge	-1
multiplicity	2
orbital gap (alpha / beta)	0.1005 / 0.4346	hartree
E	-159.50693	hartree

Here are the Mulliken charges for atoms 1 to 5, given in e:
1. C -0.394
2. C -1.617
3. H 0.566
4. H 0.379
5. H 0.417

---

C4H12 | ωB97M-V with the def2-TZVPD basis set

Geometry (Å):
C: -1.039915 -2.651290 0.910595
C: -1.258601 -1.175224 1.258947
H: -0.310477 -2.763186 0.110324
H: -0.632324 -3.172659 1.782833
H: -1.921259 -3.208476 0.585036
H: -0.576062 -0.509722 0.738141
H: -2.250996 -0.788587 1.007682
H: -1.036887 -0.983770 2.311427
C: 1.190722 2.671626 -1.107919
C: 1.061086 1.152368 -1.093406
H: 0.828695 3.095767 -2.044414
H: 0.657690 3.081785 -0.249743
H: 2.238152 2.983629 -1.011041
H: 1.598462 0.749586 -0.229632
H: 1.427020 0.676173 -2.005357
H: 0.024694 0.841986 -0.963472

Force components x, y, z for each atom (eV/Å):
C 0.27 -0.15 0.09
C 0.08 0.36 0.00
H 0.09 0.02 -0.07
H -0.04 -0.08 -0.13
H -0.16 0.24 0.13
H 0.07 -0.23 -0.23
H -0.01 -0.20 0.20
H -0.35 -0.04 0.07
C 0.43 -0.16 -0.08
C -0.04 -0.06 0.30
H -0.26 0.13 0.07
H -0.13 0.20 -0.10
H -0.06 -0.08 -0.04
H 0.08 -0.12 -0.11
H 0.16 0.11 0.02
H -0.11 0.06 -0.13

Computed properties:
charge	-1
multiplicity	2
orbital gap (alpha / beta)	0.0996 / 0.4470	hartree
E	-159.52227	hartree

Here are the Mulliken charges for atoms 1 to 5, given in e:
1. C -1.277
2. C 0.535
3. H 0.543
4. H 0.306
5. H 0.289

---

C4H12 | ωB97M-V with the def2-TZVPD basis set

Geometry (Å):
C: -0.661716 1.643495 0.562954
C: -0.976148 2.326937 1.904659
H: 0.327449 1.158043 0.503226
H: -1.160304 0.672185 0.490324
H: -0.804966 2.367001 -0.234807
H: -1.220667 1.499148 2.589131
H: -0.195512 2.880698 2.414725
H: -1.915846 2.868707 1.805199
C: 1.488324 -1.523813 -1.258389
C: 0.136592 -2.311628 -1.165888
H: 1.271441 -0.658908 -1.893892
H: 1.982233 -1.411202 -0.298788
H: 2.155338 -2.077938 -1.927278
H: 0.404137 -3.351114 -0.972983
H: -0.352516 -2.219736 -2.130993
H: -0.477838 -1.861875 -0.387199

Force components x, y, z for each atom (eV/Å):
C 1.01 -0.40 0.59
C -0.50 -1.71 0.26
H 0.31 1.00 0.18
H -1.11 0.55 -0.43
H -0.06 -0.45 -0.45
H 0.07 0.23 0.17
H 0.12 0.41 -0.39
H 0.14 0.42 0.08
C -0.96 -0.99 -1.48
C 1.61 0.55 0.05
H 0.32 0.69 0.98
H -0.08 0.62 -0.01
H 0.19 -0.31 0.23
H -0.57 -0.13 0.23
H -0.29 -0.18 -0.07
H -0.21 -0.31 0.06

Computed properties:
charge	-1
multiplicity	2
orbital gap (alpha / beta)	0.1021 / 0.4449	hartree
E	-159.50663	hartree

Here are the Mulliken charges for atoms 1 to 5, given in e:
1. C -1.885
2. C -2.071
3. H 0.523
4. H 0.396
5. H 0.970

---

C4H12 | ωB97M-V with the def2-TZVPD basis set

Geometry (Å):
C: -0.373650 -1.982069 0.634888
C: 0.121389 -2.953514 -0.418734
H: 0.474343 -1.776417 1.295660
H: -0.730608 -1.045524 0.213597
H: -1.089786 -2.467530 1.306970
H: -0.380503 -3.029196 -1.419255
H: 0.105677 -3.983239 -0.017621
H: 1.179561 -2.758644 -0.641526
C: -0.186292 2.638509 -0.838560
C: 0.292436 2.395061 0.608594
H: 0.679787 2.461105 -1.479392
H: -0.970558 1.983985 -1.201254
H: -0.422048 3.702215 -0.975320
H: 1.386500 2.390654 0.546940
H: -0.012682 1.391166 0.991196
H: -0.073563 3.033438 1.393818

Force components x, y, z for each atom (eV/Å):
C 0.22 -0.39 0.33
C 0.47 -1.14 -0.89
H 0.01 0.31 -0.04
H -0.13 0.03 0.14
H -0.41 0.33 -0.34
H 0.02 0.46 0.99
H 0.01 0.25 -0.08
H -0.18 0.07 -0.11
C 0.64 0.59 0.38
C -0.08 -1.70 -0.26
H -0.08 -0.11 -0.21
H -0.36 0.08 0.17
H -0.31 -0.23 -0.11
H -0.13 0.16 0.61
H 0.37 0.45 -0.58
H -0.07 0.82 0.00

Computed properties:
charge	-1
multiplicity	2
orbital gap (alpha / beta)	0.1017 / 0.4543	hartree
E	-159.51413	hartree

Here are the Mulliken charges for atoms 1 to 5, given in e:
1. C -1.466
2. C -1.671
3. H 0.687
4. H 0.095
5. H 0.302

---

C4H12 | ωB97M-V with the def2-TZVPD basis set

Geometry (Å):
C: -0.911885 2.275196 1.704038
H: -1.325816 2.964606 0.981786
H: -0.609109 1.335729 1.263174
H: -1.676782 2.101932 2.458976
H: -0.056775 2.687605 2.250934
C: 1.250714 -0.633037 -1.657566
C: 0.456609 -0.533008 -0.323725
C: -0.430857 -1.746632 -0.166142
H: 1.467613 -1.685324 -1.851186
H: 2.191888 -0.081170 -1.603275
H: 0.645546 -0.271788 -2.491907
H: -0.144996 0.363131 -0.409766
H: 1.213232 -0.548910 0.459901
H: -1.245303 -1.629452 0.554145
H: -0.965706 -1.930319 -1.115649
H: 0.141626 -2.668561 -0.053738

Force components x, y, z for each atom (eV/Å):
C 0.10 -0.10 0.78
H 0.14 0.19 -0.33
H -0.13 0.04 -0.03
H -0.19 -0.20 0.04
H 0.02 0.18 -0.29
C -0.34 -0.25 0.50
C 0.80 -0.71 -1.32
C -0.87 -0.29 -1.12
H 0.21 0.00 -0.13
H -0.03 0.07 -0.13
H 0.06 0.03 -0.03
H 0.14 0.26 0.65
H -0.35 0.65 0.40
H 0.34 -0.13 0.39
H 0.06 0.20 0.10
H 0.04 0.04 0.55

Computed properties:
charge	-1
multiplicity	2
orbital gap (alpha / beta)	0.1033 / 0.4462	hartree
E	-159.52223	hartree

Here are the Mulliken charges for atoms 1 to 5, given in e:
1. C -0.906
2. H 0.664
3. H -1.068
4. H 0.563
5. H 0.511

---

C4H12 | ωB97M-V with the def2-TZVPD basis set

Geometry (Å):
C: 1.545110 -0.037719 -1.576202
C: 1.875954 -0.111085 -0.103296
H: 1.960386 0.765947 -2.179001
H: 1.848479 -0.996102 -1.991715
H: 0.485287 0.125080 -1.752313
H: 1.367724 -0.908012 0.454219
H: 1.573057 0.765971 0.467551
H: 2.921864 -0.301670 0.144696
C: -1.813844 -0.409992 1.418188
C: -1.593559 0.591182 0.263698
H: -2.791875 -0.266793 1.865555
H: -1.678483 -1.440372 1.070466
H: -1.037393 -0.286535 2.169010
H: -1.322094 0.024402 -0.619237
H: -0.861296 1.353255 0.502663
H: -2.524737 1.119046 0.004312

Force components x, y, z for each atom (eV/Å):
C -0.29 -0.44 -0.16
C -0.01 0.32 1.29
H 0.76 0.09 0.40
H -0.16 0.05 -0.52
H -0.25 -0.44 0.20
H -0.26 -0.17 -0.63
H 0.14 0.36 -0.19
H 0.16 0.24 -0.44
C 0.55 0.16 -0.32
C -0.93 -0.27 0.03
H -0.01 -0.24 0.20
H -0.41 0.16 0.03
H -0.11 0.13 0.28
H 0.33 0.27 -0.22
H 0.24 -0.02 -0.11
H 0.25 -0.17 0.14

Computed properties:
charge	0
structure (SMILES)	CC.CC
orbital gap	0.4676	hartree
E	-159.57326	hartree

Here are the Mulliken charges for atoms 1 to 5, given in e:
1. C -0.731
2. C -0.807
3. H 0.295
4. H 0.231
5. H 0.200

---

We obtain energy relative to the best compared isomer or geometry (same formula, charge and spin) values of 0.473; 3.912; 1.289; 1.478; 0.567; 0.144; 0.632; 0.214; 0.640; 0.436; 0.216; 0.319 eV for the records listed above, in that order.